No. 1
A 2-piece molecular cluster, C6H14O2 overall in a non-equilibrium geometry, computed with wB97M-V/def2-TZVPD.

Last column: natural (NBO) charge in e.
Geometry (Å):
C -2.321 -0.280 1.090  -0.1758
O 2.966 -5.049 -0.733  -0.9403
H 2.874 -5.803 -1.331  0.4707
H 0.877 1.204 -2.556  0.1618
H -1.766 -0.149 3.131  0.1872
O 1.447 2.703 -1.271  -0.7222
C 0.417 0.612 -0.607  -0.4394
C -0.193 1.068 0.723  -0.4037
C -1.714 1.049 0.675  -0.4512
C 0.533 1.695 -1.641  -0.0601
H 0.180 0.490 1.578  0.2115
H -2.758 -0.897 0.310  0.1982
H 2.085 -4.692 -0.595  0.4697
H -2.159 1.795 1.333  0.2194
H -2.060 1.359 -0.315  0.2057
C -2.254 -0.717 2.331  -0.3997
H 1.350 0.034 -0.498  0.2079
H -2.714 -1.641 2.700  0.2009
H 0.203 2.080 0.936  0.2093
H -0.430 2.161 -1.835  0.1730
H 2.109 2.371 -0.648  0.4673
H -0.205 -0.237 -0.933  0.2099

Calculated values
spin multiplicity = 1
orbital gap = 0.38400 Ha
LUMO level = 0.7 eV
E_tot = -387.4396 Ha
structure (SMILES) = C=CCCCCO.O
largest force on an atom = 1.89 eV/Å
highest occupied orbital energy = -9.79 eV

***

No. 2
A 3-piece molecular cluster, C6H14O2 overall in a non-equilibrium geometry, computed with wB97M-V/def2-TZVPD.

Last column: natural (NBO) charge in e.
Geometry (Å):
H -0.869 2.331 2.697  0.2215
H 2.835 -2.551 -3.425  0.4721
H 2.616 -1.163 0.009  0.4640
H -1.690 -1.015 0.181  0.2186
O 2.678 -2.780 -2.490  -0.9343
H -2.948 -0.198 1.182  0.2130
C -1.070 0.745 1.259  0.0662
H 0.234 2.157 0.607  0.2000
C -1.908 -0.518 1.140  -0.6493
H 3.321 -2.180 -2.086  0.4626
O 1.938 -1.725 0.389  -0.9387
H -1.817 -1.163 2.014  0.2212
C -1.626 1.597 2.355  -0.6591
H 0.653 0.733 -2.998  0.1929
H 0.442 -0.487 -0.762  0.2175
C -0.175 1.175 0.368  -0.2629
H 1.608 -2.294 -0.327  0.4834
H -2.343 2.372 1.968  0.2220
H -2.211 1.109 3.132  0.2190
C 0.217 1.140 -2.086  -0.3947
C 0.077 0.517 -0.927  -0.2198
H 0.039 2.197 -2.201  0.1847

Calculated values
spin multiplicity = 1
orbital gap = 0.32697 Ha
LUMO level = 0.5 eV
E_tot = -387.4194 Ha
structure (SMILES) = C=CC=C(C)C.O.O
largest force on an atom = 2.65 eV/Å
highest occupied orbital energy = -8.44 eV

***

No. 3
A single C6H14O3 molecule in a non-equilibrium geometry, computed with wB97M-V/def2-TZVPD.

Last column: natural (NBO) charge in e.
Geometry (Å):
O -0.927 -1.217 -0.051  -0.7335
H 1.058 1.257 -1.168  0.2031
H -1.178 0.760 -0.211  0.2040
H -0.629 -0.831 -2.616  0.2138
C 0.308 0.398 1.289  -0.4658
H 0.838 1.347 1.220  0.2232
C -0.123 0.130 -2.563  -0.6058
O -1.461 -0.658 2.590  -0.7360
H -0.872 0.915 -2.642  0.2098
C 0.640 0.249 -1.246  -0.2315
H -2.368 1.568 2.630  0.4804
H 1.426 -1.774 -1.355  0.1951
H 2.487 -0.544 -2.018  0.2200
H 2.338 -0.705 -0.273  0.2085
H -0.271 0.748 3.353  0.1354
C 1.791 -0.758 -1.212  -0.6213
C -0.757 0.522 2.387  0.3768
H 0.557 0.214 -3.408  0.2056
H -0.219 -1.867 0.032  0.4692
C -0.338 0.072 -0.066  0.0893
O -1.613 1.579 2.031  -0.7409
H -1.694 -1.017 1.715  0.4929
H 1.007 -0.386 1.583  0.2076

Calculated values
spin multiplicity = 1
orbital gap = 0.39793 Ha
LUMO level = 0.8 eV
E_tot = -462.7397 Ha
structure (SMILES) = CC(C)[C@@H](O)CC(O)O
largest force on an atom = 1.01 eV/Å
highest occupied orbital energy = -10.01 eV

***

No. 4
C6H14O3PtS3Sb as an isolated structure in a non-equilibrium geometry, computed with wB97M-V/def2-TZVPD.

Last column: natural (NBO) charge in e.
Geometry (Å):
H -2.233 -1.450 1.500  0.2086
C -1.451 -2.282 -0.286  -0.1001
O -0.267 -0.941 1.342  -0.5764
C -1.307 -1.915 1.160  -0.0901
H -1.347 -1.650 -2.875  0.2003
H 1.315 -2.241 0.991  0.1809
H -3.019 -2.078 -2.372  0.1723
Sb 0.548 2.114 -3.598  0.9161
H 3.868 0.163 -0.472  0.2098
C -2.227 -1.328 -2.320  -0.2632
H -2.564 -0.378 -2.727  0.2348
H -2.180 -3.092 -0.398  0.1897
H -0.499 -2.610 -0.724  0.1874
O -1.901 -1.110 -0.937  -0.5717
H 4.321 -0.762 0.984  0.1638
Pt -0.336 0.720 -0.583  0.6409
H -1.111 -2.794 1.777  0.1891
C 1.983 -0.508 2.113  -0.0881
C 3.499 -0.496 0.309  -0.2528
S 0.865 0.004 -2.291  -0.5433
C 0.960 -1.554 1.765  -0.0914
O 2.485 0.202 1.007  -0.5284
H 0.750 -2.133 2.672  0.1803
H 3.115 -1.404 -0.166  0.1653
S -1.399 1.804 -4.634  -0.8040
S -0.343 2.738 -1.233  -0.3083
H 2.794 -1.008 2.659  0.1749
H 1.523 0.219 2.785  0.2034

Calculated values
spin multiplicity = 2
orbital gap (alpha / beta) = 0.22786 / 0.20437 Ha
expectation value of S² = 0.757
LUMO level (alpha / beta) = -1.2 / -1.8 eV
E_tot = -2016.7881 Ha
largest force on an atom = 1.26 eV/Å
highest occupied orbital energy (alpha / beta) = -7.41 / -7.34 eV

***

No. 5
A single C6H14OS molecule in a non-equilibrium geometry, computed with wB97M-V/def2-TZVPD.

Last column: natural (NBO) charge in e.
Geometry (Å):
H -0.148 1.995 -0.614  0.4651
S -1.860 -0.755 -0.239  0.0696
H 0.790 -1.043 -2.078  0.2383
H 2.139 1.330 -0.128  0.2053
H 2.011 0.231 -1.823  0.2057
H -3.423 0.080 1.259  0.2146
H 1.771 0.990 1.639  0.2171
C 0.950 -0.084 -1.555  -0.6187
C -0.465 0.427 0.464  0.0627
H -0.580 0.524 1.559  0.1899
O -0.679 1.751 0.132  -0.7141
C 0.892 -0.209 -0.002  -0.0917
C 2.067 0.544 0.623  -0.6105
H -4.137 -0.186 -0.517  0.2387
H 0.878 -1.825 1.487  0.2152
H 2.016 -1.913 0.189  0.2032
H 2.918 -0.174 0.695  0.2187
H 0.333 0.834 -1.774  0.1936
H 0.186 -2.234 -0.040  0.2256
C -3.361 0.159 0.217  -0.7401
C 0.964 -1.650 0.430  -0.6110
H -3.262 1.208 0.078  0.2229

Calculated values
spin multiplicity = 1
orbital gap = 0.33885 Ha
LUMO level = 0.8 eV
E_tot = -710.3821 Ha
structure (SMILES) = CS[C@H](O)C(C)(C)C
largest force on an atom = 2.18 eV/Å
highest occupied orbital energy = -8.47 eV

***

No. 6
A 2-piece molecular cluster, C6H14P2 overall in a non-equilibrium geometry, computed with wB97M-V/def2-TZVPD.

Last column: natural (NBO) charge in e.
Geometry (Å):
C -1.399 1.048 -2.961  -0.6372
H -3.130 -0.513 -1.625  0.2142
H -0.327 -1.014 -2.820  0.2176
H 2.413 -1.087 3.366  0.2125
H 3.393 0.339 3.837  0.2200
H 1.949 1.676 1.855  0.1921
P -0.130 0.099 -0.610  0.1806
H -0.044 -0.752 2.375  0.2206
H -1.937 0.677 -3.944  0.2183
C 2.833 -0.109 3.004  -0.6956
H 3.532 -0.185 2.130  0.2347
P 1.744 -0.305 -0.913  -0.0082
C 0.308 0.298 2.563  -0.7159
H -2.633 -1.637 -2.910  0.2112
H -0.466 1.572 -3.096  0.2238
C -1.064 -0.306 -2.242  -0.4840
C -2.310 -1.231 -1.977  -0.6350
H -2.197 1.744 -2.428  0.2183
H -2.025 -2.180 -1.453  0.2260
H -0.344 0.829 1.880  0.2365
H 0.111 0.365 3.656  0.2223
C 1.722 0.673 2.314  -0.0727

Calculated values
spin multiplicity = 1
orbital gap (alpha / beta) = 0.27298 / 0.23189 Ha
LUMO level (alpha / beta) = -0.3 / -1.0 eV
E_tot = -919.5394 Ha
largest force on an atom = 3.00 eV/Å
highest occupied orbital energy (alpha / beta) = -7.69 / -7.31 eV